# C18H29BF5O18PSi2

C18H29BF5O18PSi2 as an isolated structure in a non-equilibrium geometry (the ωB97M-V functional and the def2-TZVPD basis, the OMol25 dataset).

Geometry as XYZ:
```
74
Properties=species:S:1:pos:R:3:forces:R:3
P 0.526206 -2.422986 -3.614745 1.1 -0.4 -0.2
Si -1.583131 -2.124774 -2.999705 -1.2 1.5 -0.8
Si -1.295439 0.768512 -2.998723 -1.7 0.0 -0.5
F -5.423675 5.893786 -2.259876 0.1 0.1 -0.1
F 5.113060 -3.275392 8.191498 0.1 0.1 -0.1
F 4.338505 3.697876 6.751301 0.1 0.0 0.1
F -5.892319 3.769731 -9.423976 0.1 0.1 0.1
F 1.262080 -2.949769 0.427978 -0.1 0.1 0.1
O -6.776538 3.486670 -6.111157 0.2 0.1 -0.2
O -6.005461 5.022574 -7.545291 0.3 -0.4 0.2
O -3.368583 6.584958 -2.902028 -0.1 -0.3 -0.4
O -2.277579 -0.582738 -3.333301 1.8 0.0 0.6
O -1.656284 -1.865500 0.008926 -0.1 -0.4 -1.6
O 0.771931 -3.693254 2.510662 0.3 0.4 0.0
O 6.076117 0.113996 8.702199 -0.1 -0.1 0.0
O 3.253940 -1.936365 5.630557 0.2 0.0 0.1
O -1.196065 6.443455 -3.474451 0.2 0.0 0.0
O 5.215382 -2.964860 5.953684 -0.2 0.4 0.0
O -2.516150 4.627862 -3.589918 -0.2 0.2 0.1
O 4.491461 -2.551692 3.864697 0.2 0.3 -0.2
O 1.595194 -1.575294 -2.576376 -0.7 -0.5 -1.0
O -6.608010 5.630719 -5.462772 -0.1 0.1 0.0
O 6.825115 1.330063 6.968294 -0.2 0.2 0.1
O 1.004231 -4.822031 4.446216 -0.1 0.0 0.1
O 4.995829 1.988422 8.076950 0.4 0.2 0.0
O 2.789154 -4.433909 3.142362 -0.5 0.0 -0.3
C 5.974964 1.051934 7.984412 0.1 -0.2 0.1
C 0.672164 -1.655787 -5.338058 -0.2 -0.6 0.8
C -2.255051 5.936430 -3.332462 0.4 0.1 0.1
C -1.834568 -4.744514 0.569953 -0.4 -0.7 -0.5
C -6.479053 4.795627 -6.293250 -0.3 0.2 0.2
C -3.857803 4.371130 -3.164914 0.0 -0.6 -0.1
C -6.617875 2.832822 -7.374060 -0.1 -0.6 0.1
C 3.361445 -2.186639 7.036544 -0.5 0.2 0.2
C 4.337440 -2.491747 5.037947 0.0 -0.2 -0.1
C -4.469222 5.741680 -3.212909 -0.3 0.3 0.4
C 2.937849 -3.894171 1.828616 0.7 -0.1 -0.2
C 6.290541 2.452008 6.258255 0.4 0.1 -0.4
C 5.422657 3.098625 7.301771 -0.5 0.1 -0.1
C 4.840598 -2.391514 7.200872 0.2 -0.5 0.3
C -2.040759 -4.286469 -0.903151 0.7 0.8 0.7
C 1.726775 -3.015164 1.714986 -0.3 -0.2 -0.1
C 1.477012 -4.365385 3.462246 0.1 -0.4 0.4
C -5.668098 3.754716 -8.087070 -0.2 0.2 -0.5
B -1.774273 -2.714847 -1.124127 -0.4 -0.7 1.7
H -2.353877 -3.091450 -3.819525 0.2 0.0 -0.2
H -7.585031 2.769974 -7.876316 0.1 0.1 -0.1
H -3.037303 -4.539091 -1.295292 0.2 0.0 0.0
H 1.112534 -1.165196 -1.862553 -0.1 0.4 0.3
H 3.867188 -3.341174 1.737307 0.0 0.0 0.3
H -2.509959 -5.577018 0.811001 0.1 0.2 0.0
H -1.475277 1.208595 -1.596868 0.2 -0.2 0.1
H 5.943799 3.811345 7.944545 -0.1 0.1 0.0
H 7.084324 3.106011 5.903922 0.1 -0.2 0.1
H -1.814710 1.877678 -3.831238 0.0 -0.1 0.0
H -1.291619 -4.818919 -1.515857 -0.5 0.1 -0.2
H -0.338221 -1.650661 -5.765817 0.2 0.3 0.0
H 1.868150 -2.003043 2.100039 -0.1 0.0 -0.2
H -6.217965 1.828833 -7.248170 0.0 0.1 0.2
H 5.711405 2.100043 5.402217 -0.1 0.1 0.1
H 2.985480 -1.345911 7.616177 0.0 0.1 -0.2
H 2.932191 -4.705505 1.096978 -0.2 0.1 0.0
H 0.112202 0.599818 -3.364970 0.2 -0.3 0.1
H 1.252358 -2.375747 -5.922101 0.1 0.4 0.1
H -3.847529 3.956060 -2.154717 -0.1 0.2 0.0
H -4.353059 3.666211 -3.830526 0.2 0.0 -0.1
H 1.137579 -0.669294 -5.324505 -0.2 -0.1 -0.1
H 5.404895 -1.473689 7.365771 0.1 -0.2 0.1
H -4.611894 3.548547 -7.898922 0.0 0.0 -0.2
H -4.877364 6.015194 -4.186073 -0.1 0.1 0.2
H 2.788514 -3.079996 7.293020 0.2 -0.1 0.0
H -0.828443 -5.165065 0.662800 -0.1 0.3 0.3
H -2.012171 -3.961962 1.308908 0.2 0.0 -0.1
H -0.749908 -1.973382 0.302161 0.3 0.0 0.7
```
Positions in Å, forces in eV/Å.

Values from the calculation:
**Orbital gap**: 8.40 eV
**LUMO**: 0.0031 Eh
**HOMO energy**: -8.31 eV
**ΔE to the lowest compared entry with this formula, charge and spin**: 0.8397 eV

Atomic partial charges in e from the Löwdin method, atoms 1 to 8:
1. P 0.727
2. Si 0.412
3. Si 0.542
4. F 0.081
5. F 0.087
6. F 0.080
7. F 0.080
8. F 0.056


# C18H29MnN4O3S

C18H29MnN4O3S as an isolated structure (the ωB97M-V functional and the def2-TZVPD basis, the OMol25 dataset).

Geometry as XYZ:
```
56
Properties=species:S:1:pos:R:3:forces:R:3
Mn 0.244915 0.382503 -0.131306 0.3 0.3 0.1
S -3.391345 0.045093 2.626409 0.2 0.1 -0.2
O 2.227719 0.386680 -0.156393 -0.4 0.3 -0.1
O 0.386720 -1.287634 0.540017 -0.7 -0.3 0.5
O -0.792941 -0.957672 -1.786200 0.1 0.4 0.1
N 1.727908 2.642688 -2.288552 -0.1 -0.2 0.3
N 0.319460 2.326302 -0.453198 -0.2 -0.3 0.0
N -1.558304 0.657526 0.989272 0.5 -0.3 -0.5
N 1.577101 4.276165 -0.657135 0.1 -0.1 0.1
C 3.300089 -4.215802 0.581345 0.1 -0.1 0.0
C 1.111618 1.519681 -2.974100 0.0 0.0 0.0
C -1.961923 -1.133316 -2.633837 -0.2 0.2 -0.2
C 2.703777 -1.887752 0.323641 -0.6 0.2 0.0
C 1.212554 3.072693 -1.118153 0.2 0.1 -0.3
C 4.497315 -0.093041 0.230314 0.0 0.2 0.0
C 0.996984 -3.534316 0.850721 -0.3 0.3 0.0
C -1.788437 -0.026016 2.088781 -0.2 0.0 0.3
C 1.961543 -4.517190 0.855227 0.1 0.1 0.0
C 3.665423 -2.916495 0.345211 0.1 0.0 0.0
C -3.799161 1.034650 1.289643 0.0 0.0 0.1
C 3.121298 2.897397 -2.652163 0.1 0.0 0.0
C 2.005903 5.362011 -1.534461 0.0 0.2 -0.1
C 3.069924 -0.515870 0.112830 0.1 -0.4 0.0
C -2.391253 0.183329 -3.233767 0.1 -0.1 0.1
C 1.394366 4.635852 0.744173 0.0 0.0 0.0
C -2.705277 1.262810 0.527076 -0.1 0.2 0.0
C 1.336952 -2.206618 0.560343 0.9 -0.4 -0.2
H 2.180032 5.333900 1.026479 0.0 0.0 0.0
H -3.336299 0.035048 -3.754237 0.0 0.1 0.0
H -1.703342 -1.841303 -3.422041 0.0 0.0 0.1
H 4.920483 -0.479665 1.156853 0.0 0.0 0.0
H -1.663509 0.557551 -3.952525 0.0 0.0 0.0
H 0.432593 5.125215 0.921643 0.0 0.0 0.0
H -1.029714 -0.581412 2.619183 0.0 0.0 -0.1
H 3.190610 3.440857 -3.594332 0.0 0.0 0.0
H 1.674968 -5.536118 1.079771 0.0 0.0 0.0
H 3.637324 1.942065 -2.765307 0.0 0.0 0.0
H 3.069436 5.576916 -1.422301 0.0 0.0 0.0
H 5.086694 -0.488498 -0.599158 0.0 -0.1 0.0
H 1.791421 5.120214 -2.571292 0.0 0.0 0.0
H 4.568161 0.991751 0.220915 0.0 0.0 0.0
H -0.601722 -1.821559 -1.406153 0.1 0.0 0.1
H 1.426375 1.532514 -4.015385 0.0 0.0 0.0
H 4.702959 -2.679654 0.150820 0.0 0.0 0.0
H -2.769702 -1.555392 -2.033129 0.1 0.0 0.1
H 0.029027 1.606165 -2.933338 0.0 0.0 0.0
H -0.037692 -3.762186 1.074729 0.0 0.0 0.0
H -2.674251 1.878718 -0.358565 0.0 -0.1 0.0
H -4.803501 1.395745 1.139813 0.0 0.0 0.0
H 1.479390 3.754737 1.377431 0.0 0.0 0.0
H -0.144148 2.875879 0.257740 -0.2 0.0 0.0
H 1.451207 6.262506 -1.271045 0.0 0.0 0.0
H -2.546138 0.934064 -2.456626 0.0 0.0 0.0
H 3.624880 3.462447 -1.874096 0.0 0.0 0.0
H 1.416542 0.553365 -2.551320 0.0 0.0 -0.1
H 4.040384 -5.002928 0.568838 0.0 0.0 0.0
```
Positions in Å, forces in eV/Å.

Values from the calculation:
**Orbital gap (spin up / spin down)**: 6.79 / 7.86 eV
**LUMO (spin up / spin down)**: -0.2816 / -0.2461 Eh
**HOMO energy (spin up / spin down)**: -14.45 / -14.56 eV
**Total charge**: +2
**ΔE to the lowest compared entry with this formula, charge and spin**: 0.0000 eV
**Multiplicity**: 5

Atomic partial charges in e from the natural (NBO) method, atoms 1 to 8:
1. Mn 1.727
2. S 0.600
3. O -0.691
4. O -0.750
5. O -0.780
6. N -0.406
7. N -0.933
8. N -0.579


# C18H29N2O2P2Pm

C18H29N2O2P2Pm as an isolated structure in a non-equilibrium geometry (the ωB97M-V functional and the def2-TZVPD basis, the OMol25 dataset).

Geometry as XYZ:
```
54
Properties=species:S:1:pos:R:3:forces:R:3
Pm -0.422790 0.556757 0.203283 1.5 0.5 -0.9
P -0.051995 -0.455134 -2.481001 -1.1 -1.8 -0.4
P 0.876245 -0.256225 2.614242 0.0 -1.2 0.6
O -3.630764 -1.049093 -1.714541 -0.6 0.5 0.4
O -2.388896 1.188038 -0.964743 -1.4 0.4 -0.1
N -0.209338 -2.003954 0.256704 0.7 -0.4 -0.1
N 3.127975 -0.186757 -0.275432 -1.9 0.4 0.1
C 0.581773 2.865971 0.030552 -0.5 -3.0 0.7
C -0.003343 5.131909 0.561850 -0.1 0.0 0.4
C 1.669224 4.656788 -1.125298 0.1 -0.6 0.0
C 0.893915 5.582420 -0.409975 0.0 -0.4 0.0
C 1.216165 -2.054629 2.309346 -0.2 0.0 -0.2
C 0.356709 -2.736245 1.249143 -0.5 -0.4 0.2
C 1.984906 0.093713 -0.230326 2.1 -0.6 0.3
C 2.400084 0.217350 3.469014 0.2 0.5 -0.1
C -0.133614 3.748463 0.814292 0.1 1.6 -0.6
C -0.537043 -4.783724 0.352510 -0.5 0.3 -0.8
C -0.710378 -2.688390 -0.842770 -0.5 1.4 -0.8
C 0.173666 -4.114381 1.342453 0.7 0.6 0.8
C 1.227742 -1.222489 -3.559356 0.5 0.6 0.3
C -0.297200 -0.412531 4.027424 0.0 0.2 0.1
C 1.524742 3.269331 -0.890917 0.2 1.9 -0.5
C -0.989571 -4.067327 -0.742498 0.2 -0.9 0.4
C -1.007973 -1.964906 -2.057572 0.4 0.1 0.7
C -1.091919 0.332503 -3.771055 0.0 0.3 -0.1
H -1.153236 -1.041301 3.741184 0.2 0.2 0.1
H 0.999427 6.651368 -0.611984 -0.1 -0.3 0.1
H -3.034079 0.457305 -1.222356 0.3 0.0 -0.2
H -0.580589 1.257161 -4.064140 -0.1 -0.1 -0.1
H 2.417287 1.306558 3.553978 0.2 -0.1 0.1
H 1.110529 -2.592819 3.262173 0.1 0.1 -0.2
H 3.257813 -0.100581 2.872853 -0.1 0.1 0.0
H -1.193575 -0.320054 -4.644773 0.0 0.1 0.1
H 0.762123 -1.621902 -4.475483 0.2 0.1 0.4
H 1.731472 -2.022264 -2.996890 -0.2 0.3 -0.2
H -1.588314 1.257234 2.460844 -0.2 0.0 -0.1
H 0.606517 -4.630499 2.205507 -0.2 0.1 -0.4
H 2.377888 5.005017 -1.880470 -0.2 0.0 0.2
H -1.508454 -4.546524 -1.573704 0.2 0.1 0.3
H 0.212866 -0.847233 4.898873 -0.3 0.1 -0.2
H -0.599833 5.856048 1.128460 0.3 -0.2 -0.2
H -1.277611 -2.597300 -2.919136 0.1 0.2 0.3
H -2.084123 0.613822 -3.404691 0.2 -0.2 0.0
H -0.711832 -5.855717 0.432831 0.0 0.2 -0.1
H -0.670874 0.592666 4.273838 0.1 -0.3 0.2
H 2.151572 2.551212 -1.429810 -0.3 0.2 0.2
H -2.759158 -1.496020 -1.904186 0.5 0.0 0.0
H -2.817633 2.036572 -1.169456 0.4 -0.3 0.1
H -2.121088 1.301861 1.937193 -0.2 0.1 0.2
H -3.967162 -1.494153 -0.927609 -0.1 -0.1 -0.1
H 2.273452 -2.115105 2.007287 -0.3 0.0 -0.1
H 1.961414 -0.436712 -3.794606 0.0 -0.4 -0.2
H 2.454838 -0.223272 4.466966 0.0 0.0 -0.1
H -0.807958 3.407173 1.611976 0.0 0.2 -0.3
```
Positions in Å, forces in eV/Å.

Values from the calculation:
**Orbital gap (spin up / spin down)**: 6.63 / 6.66 eV
**LUMO (spin up / spin down)**: -0.0084 / -0.0076 Eh
**HOMO energy (spin up / spin down)**: -6.86 / -6.86 eV
**Multiplicity**: 5

Atomic partial charges in e from the Löwdin method, atoms 1 to 8:
1. Pm 1.235
2. P 0.773
3. P 0.775
4. O -0.092
5. O -0.226
6. N -0.033
7. N -0.038
8. C -0.331


# C18H29N5O3S

The molecule C18H29N5O3S in a non-equilibrium geometry (the ωB97M-V functional and the def2-TZVPD basis, the OMol25 dataset).

Geometry as XYZ:
```
56
Properties=species:S:1:pos:R:3:forces:R:3
S 1.544608 0.785731 0.880479 0.3 0.2 -0.3
O 0.619929 -0.326254 0.915385 0.2 0.2 -0.3
O -3.757213 -0.729964 -0.565223 -0.2 0.0 -0.4
O 1.950229 1.316468 2.153314 0.3 0.0 -0.1
N 1.433694 3.572704 -1.928824 0.3 0.2 -0.3
N -2.941928 0.070877 1.375937 -0.2 0.1 0.1
N 2.918930 0.372657 0.031563 -1.0 0.4 0.6
N -1.467214 2.070357 0.694012 -0.1 -0.2 -0.1
N -1.841390 -1.659707 0.261590 0.4 -0.1 0.1
C -1.344077 -1.768077 -2.156044 0.0 -0.1 0.2
C 2.634554 -1.973059 -0.704325 0.2 0.1 -0.1
C -2.870242 -0.768408 0.271028 0.0 -0.1 0.5
C -1.237736 1.680091 2.067110 0.0 -0.1 0.2
C 1.746529 2.685464 -1.006333 0.2 0.2 -0.1
C 4.084498 0.027166 0.819868 0.3 0.0 0.7
C -1.897729 0.308118 2.345032 0.1 -0.1 0.1
C -2.807113 -3.500901 -1.044700 0.2 0.1 0.0
C 2.688999 -0.498641 -1.103350 -0.4 -0.4 -0.4
C -1.624196 -2.552638 -0.872647 -0.3 0.0 -0.3
C -0.830196 3.399752 -1.198908 0.0 -0.2 0.1
C -2.874474 2.290888 0.397112 -0.2 0.1 -0.1
C 4.045894 -1.429014 1.279944 0.2 0.1 -0.3
C 3.895990 -2.348705 0.069764 -0.2 0.0 0.2
C 0.147686 3.890975 -2.028900 -0.1 -0.1 0.1
C 0.847342 2.086946 -0.138373 0.4 -0.6 0.3
C -0.507659 2.486263 -0.165746 -0.1 0.2 -0.2
C -3.723271 1.271222 1.183408 -0.1 0.0 -0.2
H -2.227808 -1.198806 -2.430956 0.0 0.1 -0.1
H -0.096615 4.600768 -2.807596 -0.1 0.1 0.0
H -3.180382 3.316718 0.645847 0.0 0.0 -0.1
H -1.839798 3.752162 -1.318934 -0.1 0.0 0.0
H -2.984326 -4.047087 -0.121629 0.0 -0.1 0.1
H 3.499674 -0.328493 -1.820459 -0.1 0.1 0.0
H -0.514050 -1.080384 -1.999374 0.1 0.1 0.0
H 3.840484 -3.389832 0.392220 0.1 0.0 -0.1
H -0.734446 -3.139587 -0.612890 -0.1 0.1 0.0
H 1.759064 -2.128770 -0.072877 0.0 -0.1 -0.1
H 1.748977 -0.186722 -1.562976 0.1 -0.1 -0.2
H -1.091580 -2.445651 -2.967475 0.1 -0.1 -0.1
H -1.154399 -0.482732 2.325689 -0.1 0.1 0.1
H -4.618522 1.019057 0.615004 0.1 0.2 0.1
H -3.034179 2.113680 -0.668042 0.0 0.1 0.1
H -3.698398 -2.932801 -1.291490 -0.1 0.0 0.0
H -4.014118 1.656836 2.162818 0.0 0.0 0.0
H -0.978057 -1.340174 0.678194 -0.2 0.0 0.0
H -0.174826 1.650148 2.287604 -0.3 0.2 0.2
H 4.096453 0.705668 1.672805 0.3 -0.1 -0.1
H 4.769638 -2.241322 -0.578726 0.1 -0.1 0.0
H -2.600770 -4.210152 -1.842037 0.0 -0.1 -0.1
H -1.693287 2.447899 2.708411 0.1 -0.1 0.0
H 4.969352 0.209645 0.200265 -0.1 0.0 0.0
H 2.532489 -2.587065 -1.600471 0.0 0.0 0.0
H 2.789073 2.409972 -0.947704 0.0 0.0 0.0
H -2.354251 0.318730 3.342503 0.1 0.0 -0.1
H 3.192410 -1.559606 1.948598 0.0 0.0 0.1
H 4.957744 -1.662390 1.831499 0.0 0.0 0.1
```
Positions in Å, forces in eV/Å.

Values from the calculation:
**Orbital gap**: 9.25 eV
**LUMO**: 0.0234 Eh
**HOMO energy**: -8.62 eV
**SMILES string**: CC(C)NC(=O)N1CCN(c2ccncc2S(=O)(=O)N2CCCCC2)CC1
**ΔE to the lowest compared entry with this formula, charge and spin**: 1.5060 eV

Atomic partial charges in e from the natural (NBO) method, atoms 1 to 8:
1. S 2.333
2. O -0.996
3. O -0.687
4. O -0.942
5. N -0.457
6. N -0.453
7. N -0.679
8. N -0.397